Record 1
ORCA calculation (wB97M-V/def2-TZVPD) on a 10-piece molecular cluster, C34H68O22 overall.

Energy (Eh): -2991.5172
Largest force on an atom (eV/A): 4.50
SMILES string: COC(=O)OC.COC(=O)OC.COC(=O)OC.COC(=O)OC.COC(=O)OC.COC(=O)OC.C1CCOC1.C1CCOC1.C1CCOC1.C1CCOC1
Frontier orbital gap (eV): 9.87
Energy relative to the best compared isomer or geometry (same formula, charge and spin) (kJ/mol): 25.3

```
124
C34H68O22 (wB97M-V/def2-TZVPD)
H -6.5347 -4.4941 -3.5786
H -0.7795 3.7909 3.0532
C -4.1608 0.7079 1.0584
C 4.9272 2.7555 -0.3568
H 1.8730 1.0824 7.8838
H 6.2001 0.5792 -0.7905
H -0.0621 1.7166 2.0287
H 4.3423 5.2450 -1.2189
H 3.3540 5.4728 0.2330
C -3.9590 0.8950 -1.2680
O -0.5355 -3.2938 -4.3088
C 0.3373 0.7176 5.0873
C -1.7056 4.5283 1.2591
O -3.6999 1.7634 1.2395
O -4.6101 -0.0580 2.0153
H 2.9720 1.3416 3.9327
O -0.1851 -0.3358 5.1586
H 2.6588 0.3277 2.5318
H -2.7112 -3.1441 1.8914
O -4.3966 0.1742 -0.1199
O 4.6591 0.3978 3.1473
C 0.0096 0.6987 -1.4323
O 0.3797 1.4889 4.0296
C -0.5495 4.5299 2.2933
H 5.1146 5.2889 0.3257
H -2.6651 -5.5656 1.9764
H -4.4314 0.5083 -2.1643
H 3.4778 1.9007 2.3329
H 0.9278 -1.7942 -0.5388
H -6.4428 -1.6646 -3.5476
C 3.3766 1.0277 2.9662
H 1.1676 3.7470 -7.0890
C -0.5668 -5.7079 1.5113
C -0.8627 -4.6679 -4.0562
C 1.2649 0.4909 7.2034
H 2.2052 0.5510 -1.5014
H 1.1661 3.3431 1.7105
C 1.2672 2.8599 -4.5763
H 2.0720 -0.0602 -4.3233
H 0.3908 -4.7081 -0.2310
O 0.2588 4.2592 0.0612
H 0.2516 5.1737 -6.5679
C -0.3808 1.1436 2.8866
H -1.3391 -1.0153 -0.9671
H -5.2204 -4.6511 -1.2527
H -5.3805 -1.7320 1.0308
O 4.5065 1.5678 -0.0302
H -1.6494 -5.1904 3.3709
O 6.0248 -0.8384 4.2082
C -4.1989 -2.7700 -1.9755
C 1.4139 0.8876 -0.8205
O 1.4256 -3.5836 -3.3159
C 6.2968 -2.0256 4.9172
H 1.0533 4.8489 -2.8903
O 1.1364 1.8816 -5.1848
O 3.8820 -0.7841 4.8639
C -0.5901 -4.8914 0.1932
O 1.0749 4.0736 -5.0407
H -6.5296 -0.4236 1.3275
C -1.7444 -3.6342 1.8309
H 2.8563 -1.5192 -4.8358
O -1.2638 -3.6772 0.4849
H -4.6288 -2.2097 -1.1362
H -1.6506 3.8929 -0.8191
H -4.2707 -4.7832 -2.7304
H 2.8090 4.5320 -3.1139
H -1.9506 5.5682 1.0313
C 5.3920 0.4757 -0.0606
C -1.0826 3.7878 0.1088
H -1.4238 1.3897 3.1041
H -1.0183 -3.0887 2.4551
C -5.6537 -0.9298 1.7245
O 1.4783 0.0039 0.3332
H 0.3325 0.1938 7.6690
H 6.6740 -2.7752 4.2163
C -4.8998 -4.1124 -2.1421
C -1.7230 -5.0926 2.2841
C 0.6705 -2.9048 -3.9282
O 0.8725 -1.6868 -4.3576
H -0.2702 -5.3418 -4.6799
C 4.2108 4.9488 -0.1756
C 0.6888 4.2892 1.4143
H -4.3285 1.9222 -1.1764
C 2.1606 -1.1172 -4.0961
C 0.4804 4.1359 -6.3395
H -0.3185 0.0941 2.5966
C 4.7660 -0.4504 4.1440
H -6.9865 -3.4913 -2.2896
O 5.9886 3.0343 -0.8156
H 0.3843 -5.6225 2.0406
H 0.2463 -1.4624 1.0915
H -1.2763 0.2679 0.2682
H -5.6162 -2.6166 -4.7845
C -6.1328 -3.6978 -2.9438
H 1.8506 3.9845 -1.6562
H -5.8898 -1.4469 2.6515
C 0.5089 -1.0214 0.1248
H -3.1243 -2.8817 -1.8528
H -0.6972 -4.8871 -3.0016
H -0.6151 5.5091 2.7686
H -1.2510 -5.4343 -0.4891
H 1.8868 -0.3751 6.9510
H 4.8440 -0.4228 -0.3324
H 5.4207 -2.4580 5.4042
H 7.0469 -1.8929 5.6958
H -0.5004 1.6671 -1.4596
H -1.0699 2.6992 0.2865
H -0.0400 0.3386 -2.4607
H -0.7742 -6.7670 1.3674
O 1.0976 1.2628 6.0140
C 1.8705 4.1431 -2.7300
H 2.4892 -1.3186 -3.0833
O 1.6173 2.8786 -3.3352
H -2.6147 4.0917 1.6705
O -4.4260 -2.0758 -3.1947
H -2.8766 0.8810 -1.3321
H 1.5071 4.9956 1.5575
H 5.8688 0.3351 0.9093
H -1.9052 -4.8113 -4.3182
C -0.6907 -0.2948 -0.4634
O 3.9050 3.5678 -0.1195
H 1.6249 1.8917 -0.4585
H -0.4674 3.5962 -6.3556
C -5.6891 -2.4445 -3.7120
```

***

Record 2
ORCA calculation (wB97M-V/def2-TZVPD) on C34H70BeBrCl2F6LiN6O16S as an isolated structure.

Energy (Eh): -7383.7436
Largest force on an atom (eV/A): 5.16
Charge: -2
Frontier orbital gap (eV): 1.40

```
138
C34H70BeBrCl2F6LiN6O16S (wB97M-V/def2-TZVPD)
H 4.1540 -2.2010 -3.7952
O 6.3444 3.0712 7.4092
C 0.5265 -3.7879 -9.6905
C -4.6921 -0.6808 -8.9540
H 1.6977 -4.6854 -11.1799
H -10.8341 0.9103 4.4589
C -6.8388 2.2127 1.8975
H -4.6514 -2.5445 -9.5019
H 3.7307 -4.2774 -1.0418
H -0.2606 -2.5468 -7.0682
H 0.6613 1.6630 6.3452
H -8.0361 0.4038 1.8525
O -7.5281 0.8481 3.8248
H -2.3168 -0.3994 2.6678
C -2.5464 -3.2781 -6.4016
H 3.0742 -3.3273 -4.7687
F 1.6748 -2.7292 5.4698
O 6.6246 5.5288 -2.3585
H -1.4754 -3.6539 -10.0081
H 2.0882 3.6050 4.7079
O -7.9990 3.0028 1.6620
H -8.7140 1.5312 5.2909
Cl 5.2503 6.7862 3.2436
C 2.6633 1.5164 1.8705
C 1.2369 2.9190 4.8206
C -11.0342 -0.4283 2.0342
Cl 2.5982 6.6890 2.0156
O 0.5202 -3.2523 -8.5979
C -2.5240 1.4725 1.9205
N 5.0112 -0.1980 4.4454
C 2.1905 -1.3938 -4.2689
N -0.6161 -3.9782 -10.4161
C 4.1714 5.8743 2.1814
H 4.6125 0.5364 5.0242
H -8.8667 2.4418 3.7958
H 2.6588 -0.8457 -5.1087
H 5.6431 -0.6618 5.0940
F 3.2860 2.9587 -0.9818
H 1.3147 -0.7036 3.1669
H 4.0112 4.8891 2.6046
H -4.1569 -0.0554 -8.2438
F -0.1702 -2.1471 4.3425
H -4.5504 -0.2831 -9.9623
C 0.1734 -0.9053 -5.7324
H 0.2606 3.4445 4.7440
H 0.7638 -2.9028 -4.9735
H -11.9828 -0.5250 2.5749
H -1.8174 -3.9897 -6.8386
H 4.9064 -0.4253 1.0282
H -0.0724 1.5989 0.7877
C 0.0066 1.3943 1.8648
O 3.4667 0.7425 2.6793
H -0.6380 -4.4158 -11.3168
C 0.9608 -2.9026 4.3335
C -7.2258 0.8495 2.4316
H 0.1153 -1.7963 -3.7221
H 0.5931 1.0774 4.2342
C 3.8929 -1.1061 4.0987
H 3.4031 -1.2414 -0.9157
H -1.2823 1.9252 3.6018
Be 9.1758 1.3087 6.9736
O -4.1691 -2.0038 -8.8696
H -0.3744 -0.0540 -5.2915
C 2.1399 2.3496 -0.4941
H 3.4970 0.8011 -0.0342
Br 2.1825 -5.3708 1.1590
C 6.5037 6.2157 -1.2914
C 2.5298 1.1188 0.3866
C 3.2742 -2.2183 -0.4221
H 2.7268 -3.3508 3.1794
H -8.6294 4.9213 1.4422
H 1.4622 3.0496 0.0155
H -7.0035 4.5993 0.7985
C -0.8277 -1.7136 -6.6070
C 2.5885 -3.3008 -2.6409
F 1.1522 3.3618 2.3941
H -3.1081 -3.8345 -5.6276
N 1.6718 -4.2423 -10.2819
O -1.8711 -2.2077 -5.7625
H 1.5235 -1.2734 1.5186
N 1.3199 2.4345 6.2359
H -5.7560 -0.6802 -8.7037
Li 7.0358 -1.7376 1.8197
H -1.2489 -1.0463 -7.3886
C -7.6997 4.3798 1.6154
H -1.3006 3.1667 2.2492
O 7.9640 1.4221 8.1463
H -11.2429 -0.2760 0.9762
H 5.1963 -2.7304 0.3428
C -9.9682 0.5722 3.8733
H 2.5286 -4.1176 -9.7744
O -10.3035 0.6834 2.4986
S 7.0674 1.8818 7.0220
C 0.7321 -1.8539 -4.6334
N 1.3378 1.7264 3.9871
H 1.7061 -2.7782 -2.2469
H 5.3494 -1.4912 2.3446
H 3.0572 -0.8501 4.7709
O 6.6684 7.4595 -1.5130
H 0.9639 -0.5068 -6.3879
H -0.1607 0.3198 2.0191
C -1.2438 2.1053 2.5107
O 6.2563 5.7294 -0.1693
H -3.6554 -0.1431 1.8015
H -10.4463 -1.3472 2.1413
N -2.6588 0.0649 1.8259
F 0.5229 -4.1859 4.4177
O 8.0902 2.1658 5.9453
H 2.1587 -0.7311 -3.3816
O -3.4349 2.1562 1.4917
C 4.2040 -2.4457 0.7914
H -6.3584 0.1936 2.3283
O 6.1647 0.8083 6.6212
H -3.2687 -2.9351 -7.1688
C 3.1363 -2.5946 -3.9443
H -7.2750 4.7162 2.5679
C 4.4910 -1.2092 1.6952
C 1.9746 -1.3106 2.5181
C 1.2689 1.9706 2.5466
H -6.1762 2.7101 2.6141
C 3.6931 -3.2768 -1.5093
H 2.3711 -4.3621 -2.8381
H 2.2205 -2.4661 -0.2097
H -6.3132 2.0956 0.9428
H -9.7440 -0.4707 4.1271
C -8.7656 1.4344 4.2035
H 4.6336 5.7859 1.1993
H 4.6800 -2.9978 -1.9201
H 3.8946 -3.3567 1.3411
C 1.7979 -2.7822 3.0334
F 3.3672 2.7327 1.8042
H 4.2079 -2.1573 4.1270
H 0.2756 -3.0001 1.8271
C 3.3835 -0.6791 2.6428
H 0.9430 3.2027 6.7902
O 1.0854 -3.5180 2.0344
H 1.5963 1.9887 -1.3918
H 1.7750 0.3512 0.1673
```